# 1
10
Properties=species:S:1:pos:R:3:lowdin_charge:R:1 method="wB97M-V/def2-TZVPD" e_above_lowest_kcal_mol=98.4 gap_ev=8.24
O 1.990 -0.094 0.483 -0.0060
C 0.638 -0.205 0.503 -0.4791
O -0.041 -0.608 1.659 0.0979
C -1.345 -0.668 1.093 -0.1527
N -1.407 -0.193 -0.097 0.1007
C -0.060 0.131 -0.511 -0.7293
S 0.719 0.675 -1.876 0.8481
H 2.083 0.468 -0.525 0.0996
H -2.125 -1.310 1.526 0.1399
H -0.451 1.803 -2.255 0.0808

=====

# 2
19
Properties=species:S:1:pos:R:3:lowdin_charge:R:1 method="wB97M-V/def2-TZVPD" e_above_lowest_kcal_mol=99.2 gap_ev="7.86 / 8.69"
C 1.197 0.936 2.215 -0.1130
C -0.075 1.195 1.486 -0.1936
C 0.348 0.877 -1.250 0.0445
C -0.225 -0.088 -0.517 -0.2677
C -0.642 -1.495 -2.415 -0.0181
C -0.359 -1.582 -1.017 -0.2574
C -0.853 0.145 0.902 -0.2057
H 1.960 1.695 2.004 0.0719
H 1.612 -0.045 1.955 0.0753
H 1.049 0.938 3.308 0.0751
H -0.408 2.224 1.378 0.0991
H 0.441 1.894 -0.885 0.0611
H 0.735 0.657 -2.240 0.0591
H 0.137 -1.575 -3.166 0.0542
H -1.638 -1.225 -2.749 0.0605
H 0.579 -2.096 -0.779 0.1152
H -1.167 -2.012 -0.402 0.1051
H -0.778 -0.825 1.421 0.1139
H -1.913 0.382 0.752 0.1206

=====

# 3
17
Properties=species:S:1:pos:R:3:lowdin_charge:R:1 method="wB97M-V/def2-TZVPD" e_above_lowest_kcal_mol=39.1 gap_ev=10.41
C -0.289 2.091 1.135 -0.1050
C -0.240 0.566 1.168 -0.2005
C 0.685 -0.009 0.110 -0.3006
O 1.084 -1.377 0.382 -0.0446
C 0.719 -1.755 -0.941 -0.2516
C -0.748 -1.607 -1.141 -0.0531
C 0.158 -0.404 -1.269 -0.1385
H -0.618 2.462 0.157 0.0757
H 0.699 2.519 1.339 0.0735
H -0.982 2.480 1.888 0.0704
H -1.245 0.146 1.042 0.1096
H 0.124 0.224 2.145 0.1194
H 1.589 0.609 0.015 0.1526
H 1.378 -2.426 -1.483 0.1457
H -1.139 -1.979 -2.084 0.1077
H -1.412 -1.723 -0.286 0.1074
H 0.236 0.184 -2.176 0.1318

=====

# 4
67
Properties=species:S:1:pos:R:3:lowdin_charge:R:1 method="wB97M-V/def2-TZVPD" e_above_lowest_kcal_mol=0.0 charge=+4 gap_ev=6.83
Ti -0.181 -0.112 0.346 0.8304
C 2.348 0.930 3.025 0.0244
C 1.669 -0.159 2.263 -0.2466
C 0.432 -0.665 2.686 -0.0770
C -0.109 -1.857 2.151 -0.2836
C -1.273 -2.522 2.816 0.0174
C 0.552 -2.435 1.064 -0.0026
C 1.786 -1.946 0.590 -0.2259
C 2.548 -2.714 -0.434 0.0279
C 2.297 -0.782 1.173 0.0273
H 1.644 1.644 3.450 0.0924
H 3.104 1.445 2.436 0.1033
H 2.858 0.456 3.872 0.1402
H -0.038 -0.228 3.559 0.1293
H -1.762 -3.243 2.165 0.1001
H -2.002 -1.813 3.208 0.1003
H -0.875 -3.075 3.674 0.1373
H 0.159 -3.352 0.638 0.1631
H 1.897 -3.278 -1.100 0.1018
H 3.165 -3.446 0.101 0.1394
H 3.226 -2.085 -1.008 0.1039
H 3.241 -0.387 0.811 0.1627
C -3.652 -2.742 -0.426 0.0329
C -3.319 -3.387 -1.607 0.0539
C -2.129 -3.051 -2.244 0.0692
C -1.304 -2.095 -1.683 -0.2031
N -1.611 -1.489 -0.506 -0.0606
C -2.773 -1.809 0.095 -0.1115
C -0.067 -1.601 -2.309 -0.1988
C 0.451 -2.028 -3.524 0.0716
C 1.575 -1.392 -4.031 0.0588
C 2.141 -0.327 -3.341 0.0684
C 1.587 0.049 -2.129 -0.1907
N 0.525 -0.607 -1.624 -0.0059
C 1.983 1.226 -1.327 -0.2058
C 3.001 2.097 -1.671 0.0639
C 3.207 3.240 -0.906 0.0521
C 2.377 3.482 0.179 0.0266
C 1.398 2.554 0.487 -0.1183
N 1.205 1.438 -0.235 -0.0331
H -4.575 -2.955 0.096 0.1465
H -3.977 -4.132 -2.035 0.1517
H -1.866 -3.527 -3.178 0.1402
H -2.997 -1.298 1.021 0.0901
H -0.017 -2.829 -4.080 0.1420
H 1.993 -1.708 -4.979 0.1529
H 2.989 0.199 -3.757 0.1417
H 3.620 1.905 -2.537 0.1407
H 3.996 3.936 -1.164 0.1515
H 2.483 4.371 0.787 0.1460
H 0.742 2.698 1.335 0.1031
C -1.452 2.159 3.507 -0.2338
Se -1.865 1.243 1.824 1.0642
C -2.800 2.634 0.822 -0.4235
C -3.217 2.030 -0.507 -0.4487
Se -1.711 1.279 -1.492 1.1472
C -0.854 2.950 -1.994 -0.2571
H -2.314 2.801 3.681 0.0666
H -0.544 2.746 3.414 0.0412
H -1.384 1.420 4.299 0.0533
H -2.135 3.490 0.719 0.0888
H -3.658 2.923 1.430 0.1093
H -3.653 2.790 -1.158 0.1100
H -3.946 1.227 -0.399 0.0864
H -1.575 3.451 -2.638 0.0700
H 0.034 2.702 -2.569 0.0437
H -0.601 3.561 -1.133 0.0409

=====

# 5
26
Properties=species:S:1:pos:R:3:lowdin_charge:R:1 method="wB97M-V/def2-TZVPD" e_above_lowest_kcal_mol=99.4 charge=+2 gap_ev="8.64 / 8.64"
C -2.106 -1.025 2.151 0.2366
C 1.954 1.232 0.812 0.2136
C 1.219 0.114 0.973 -0.2621
C 1.484 -0.698 2.275 -0.0136
C 0.706 0.141 -1.998 0.0187
C -1.481 -0.785 -1.658 0.0634
C -0.980 1.438 -0.843 0.0421
C 0.126 -0.435 0.192 -0.0429
N -1.337 -0.527 1.472 0.2154
N -0.355 0.053 -1.045 -0.3124
H -2.710 -1.524 2.851 0.1226
H 1.827 1.845 -0.090 0.1004
H 2.739 1.343 1.444 0.0777
H 1.139 -0.194 3.184 0.1080
H 2.518 -0.665 2.513 0.0879
H 0.989 -1.662 2.203 0.0840
H 1.033 1.127 -2.078 0.0976
H 1.462 -0.558 -1.752 0.1325
H 0.445 0.069 -3.022 0.1332
H -2.157 -1.039 -0.872 0.0934
H -1.924 -0.334 -2.429 0.0825
H -1.290 -1.799 -1.947 0.1320
H -0.355 2.098 -0.160 0.1271
H -1.019 1.908 -1.900 0.1561
H -2.082 1.374 -0.465 0.1508
H 0.155 -1.499 0.188 0.1553

=====

# 6
57
Properties=species:S:1:pos:R:3:lowdin_charge:R:1 method="wB97M-V/def2-TZVPD" charge=+1 gap_ev=6.09
O -3.247 -0.090 1.303 0.0445
N -3.183 0.229 0.101 0.0320
O -2.187 -0.497 -0.502 -0.0320
C -2.510 -1.894 -0.060 -0.0512
C -3.923 -2.530 -0.686 0.1420
C -4.315 -4.043 -0.167 -0.1058
O -5.592 -4.615 -0.675 -0.0367
C -3.325 -4.817 0.895 0.0795
C -1.952 -4.073 1.394 0.0571
N -1.614 -2.680 0.909 0.1073
H -4.575 -1.890 -1.430 0.1461
H -6.295 -4.094 -0.146 0.1554
H -3.652 -5.901 1.273 0.1404
H -1.211 -4.571 2.163 0.1513
H -0.731 -2.223 1.251 0.1449
C 4.210 -3.210 -0.725 0.0972
C 3.366 -2.891 0.258 -0.1926
C 2.107 -3.656 0.475 -0.2903
O 1.360 -3.352 1.399 0.0562
C 1.803 -4.761 -0.448 0.0725
C 2.646 -5.076 -1.434 -0.1911
C 3.918 -4.329 -1.633 -0.2832
O 4.681 -4.655 -2.537 0.1375
O 2.366 -6.112 -2.307 0.0993
O 3.632 -1.838 1.114 0.0021
H 5.130 -2.664 -0.893 0.1550
H 0.876 -5.296 -0.291 0.1283
H 3.127 -6.142 -2.927 0.1254
H 2.874 -1.811 1.738 0.1503
C -3.449 5.095 2.797 0.0838
C -3.701 3.938 2.182 -0.2064
C -3.786 3.854 0.698 -0.2992
O -4.000 2.773 0.160 0.0646
C -3.612 5.094 -0.075 0.0776
C -3.363 6.251 0.541 -0.2028
C -3.251 6.331 2.023 -0.2996
O -3.004 7.406 2.559 0.1203
O -3.201 7.421 -0.179 0.0897
O -3.891 2.774 2.903 0.0728
H -3.382 5.171 3.875 0.1409
H -3.694 5.021 -1.152 0.1379
H -3.031 8.118 0.492 0.1209
H -4.055 2.076 2.232 0.0838
C 4.055 2.013 0.259 0.0833
C 3.803 0.855 -0.356 -0.1636
C 3.718 0.771 -1.840 -0.2990
O 3.504 -0.310 -2.377 0.0991
C 3.892 2.011 -2.612 0.0770
C 4.141 3.168 -1.997 -0.2053
C 4.253 3.248 -0.514 -0.3046
O 4.500 4.323 0.021 0.1133
O 4.303 4.338 -2.716 0.0870
O 3.613 -0.309 0.365 -0.0028
H 4.122 2.088 1.338 0.1373
H 3.810 1.938 -3.689 0.1383
H 4.473 5.035 -2.046 0.1196
H 3.449 -1.007 -0.305 0.0946

=====

# 7
62
Properties=species:S:1:pos:R:3:mulliken_spin:R:1 method="wB97M-V/def2-TZVPD" multiplicity=5 gap_ev="7.17 / 7.19"
Pm 0.185 0.827 -0.102 4.0233
C 3.008 0.449 -1.811 0.0074
N 2.569 -0.288 -0.591 -0.0034
C 2.470 -1.673 -1.034 -0.0008
C 1.469 -2.408 -0.151 0.0047
C 0.202 -2.688 -0.928 -0.0004
N -0.378 -1.443 -1.407 -0.0043
C -1.440 -1.627 -2.163 0.0017
C -2.089 -0.625 -2.976 0.0020
C -3.263 -0.965 -3.699 0.0004
C -3.858 -0.049 -4.535 -0.0004
C -3.221 1.169 -4.792 0.0004
C -2.036 1.478 -4.141 -0.0005
C -1.620 0.732 -3.061 -0.0010
O -0.744 1.181 -2.161 -0.0067
C 3.596 0.075 0.422 0.0040
C 3.412 -0.601 1.764 -0.0023
C 2.350 0.096 2.595 0.0067
N 0.910 -0.125 2.270 -0.0061
C 0.180 -0.364 3.288 0.0033
C -1.175 -0.870 3.124 -0.0011
C -1.629 -1.821 4.129 0.0006
C -2.894 -2.318 4.089 -0.0006
C -3.813 -1.839 3.115 0.0005
C -3.383 -1.058 2.040 -0.0010
C -2.030 -0.648 2.020 0.0007
O -1.545 0.096 1.029 -0.0046
H 2.268 0.256 -2.581 -0.0006
H 3.994 0.179 -2.209 0.0003
H 3.015 1.539 -1.544 -0.0013
H 3.480 -2.170 -1.134 -0.0003
H 2.054 -1.538 -2.060 0.0006
H 1.278 -1.919 0.795 -0.0014
H 1.918 -3.406 0.109 -0.0002
H -0.492 -3.180 -0.175 -0.0005
H 0.359 -3.412 -1.722 0.0004
H -1.962 -2.593 -2.194 -0.0001
H -3.687 -1.949 -3.662 0.0000
H -4.771 -0.422 -5.082 0.0000
H -3.604 2.011 -5.330 0.0000
H -1.394 2.321 -4.438 -0.0001
H 3.515 1.169 0.555 -0.0016
H 4.604 -0.240 0.042 -0.0005
H 4.300 -0.410 2.363 -0.0001
H 3.287 -1.700 1.629 -0.0001
H 2.435 1.233 2.523 -0.0033
H 2.509 -0.212 3.639 0.0004
H 0.467 -0.119 4.319 -0.0002
H -0.989 -2.091 4.987 0.0000
H -3.202 -3.008 4.890 0.0000
H -4.904 -1.970 3.261 0.0000
H -3.983 -0.823 1.152 0.0000
C -0.078 3.197 1.501 -0.0001
C -0.673 3.440 0.183 -0.0010
C 0.318 4.004 -0.670 -0.0030
C 1.434 4.307 0.212 -0.0055
C 1.167 3.863 1.499 -0.0061
H -0.649 2.651 2.286 0.0001
H -1.697 3.229 0.003 0.0005
H 0.195 4.225 -1.714 0.0009
H 2.363 4.914 -0.107 0.0001
H 1.893 3.931 2.342 -0.0001

=====

# 8
37
Properties=species:S:1:pos:R:3:lowdin_charge:R:1 method="wB97M-V/def2-TZVPD" charge=+1 gap_ev=8.13
C 0.792 1.095 1.453 -0.0437
C -0.720 1.048 1.490 -0.2684
O -1.182 -0.174 0.934 -0.1259
C -2.308 -0.757 1.519 -0.1787
C -3.625 0.016 1.441 -0.2332
C -3.922 1.037 2.568 -0.0525
C -3.673 2.344 1.901 -0.0333
N -3.603 2.204 0.636 -0.4767
Cl -3.305 3.483 -0.430 0.8593
C -3.830 0.821 0.150 -0.0709
H 1.236 0.372 2.128 0.0880
H 1.137 0.921 0.439 0.0717
H 1.098 2.097 1.746 0.0862
H -1.051 1.165 2.527 0.1205
H -1.097 1.878 0.885 0.0978
H -2.464 -1.685 0.975 0.1389
H -2.121 -1.033 2.562 0.1413
H -4.394 -0.753 1.458 0.1508
H -3.233 0.918 3.399 0.1322
H -4.962 1.022 2.890 0.1465
H -3.562 3.305 2.381 0.1605
H -3.147 0.565 -0.650 0.1403
H -4.868 0.809 -0.170 0.1455
C 1.920 -1.819 -1.426 -0.0603
C 2.571 -2.076 -2.767 -0.1921
O 3.694 -1.197 -2.969 0.0319
C 4.828 -1.568 -2.392 -0.4023
O 5.013 -2.541 -1.728 0.1774
C 5.935 -0.548 -2.727 -0.5681
F 5.490 0.703 -2.591 0.1686
F 6.332 -0.717 -3.988 0.1786
F 6.972 -0.716 -1.927 0.1865
H 1.641 -0.768 -1.338 0.0670
H 1.024 -2.430 -1.319 0.0818
H 2.600 -2.058 -0.610 0.0813
H 1.891 -1.853 -3.586 0.1255
H 2.895 -3.111 -2.864 0.1278